# 1
Here is a structure of composition C31H34AsClIN4O7SSi2W in a non-equilibrium geometry from the OMol25 dataset. Energies are from wB97M-V/def2-TZVPD.

```
83
Properties=species:S:1:pos:R:3:lowdin_charge:R:1
W 0.2737 -0.1993 -0.3870 1.28
C -1.6667 -7.4139 -1.8110 -0.08
O -0.3455 -7.6948 -2.2317 -0.07
C 0.6624 -7.2905 -1.4131 -0.29
C 0.4770 -6.6560 -0.1915 -0.04
C 1.5778 -6.2459 0.5461 -0.02
C 2.8740 -6.4892 0.1072 -0.30
C 3.0436 -7.1801 -1.0916 -0.03
C 1.9558 -7.5527 -1.8548 0.00
N 4.0211 -6.2523 0.9197 0.06
N 4.0614 -5.2906 1.6978 0.06
C 3.2175 -4.1798 1.5311 -0.26
C 2.7086 -3.5832 2.6815 -0.02
C 1.7958 -2.5383 2.6277 0.01
C 1.4393 -2.0273 1.3925 -0.34
O 0.5044 -1.1203 1.2093 -0.25
C 2.0627 -2.4942 0.2275 -0.16
N 1.6962 -1.8409 -0.9191 -0.05
C 2.3557 -2.1459 -2.0256 -0.13
C 3.3114 -3.1524 -2.0727 -0.03
C 3.5964 -3.9016 -0.9517 0.00
C 2.9618 -3.5774 0.2619 -0.10
H -2.3165 -7.7685 -2.6064 0.09
H -1.8270 -6.3419 -1.6711 0.06
H -1.9117 -7.9380 -0.8834 0.10
H -0.5119 -6.4516 0.1937 0.11
H 1.4227 -5.7529 1.4971 0.12
H 4.0489 -7.3972 -1.4336 0.11
H 2.0803 -8.0637 -2.8015 0.12
H 2.9842 -4.0132 3.6375 0.11
H 1.3526 -2.1244 3.5230 0.12
H 2.0765 -1.5757 -2.9007 0.09
H 3.8112 -3.3602 -3.0091 0.11
H 4.3135 -4.7096 -1.0000 0.11
Cl -4.5747 5.0013 0.1259 0.65
C -3.6794 3.5006 0.1617 -0.61
C -4.1551 2.4691 0.9144 -0.18
C -3.4553 1.2492 0.9624 -0.63
I -4.1986 -0.3555 2.0599 0.93
C -2.2763 1.0660 0.2661 -0.41
O -1.5928 -0.0348 0.3390 -0.35
C -1.8135 2.1435 -0.5592 -0.14
N -0.6923 1.8928 -1.2762 -0.02
C -0.1836 2.8594 -1.9728 -0.11
C -0.7723 4.1351 -2.0604 -0.03
C -1.9264 4.3964 -1.3967 -0.02
C -2.4945 3.3789 -0.6011 -0.16
H -5.0657 2.5993 1.4828 0.09
H 0.7293 2.6113 -2.5016 0.12
H -0.3050 4.9004 -2.6659 0.11
H -2.3971 5.3681 -1.4568 0.09
C -3.5272 -1.8806 -4.5729 -0.23
Si -1.7036 -1.4767 -4.3637 0.21
C -0.7684 -2.6638 -5.4848 -0.23
C -1.5603 0.2217 -5.1956 -0.28
As -0.8045 -0.8219 -2.3468 0.81
Si -1.2919 -2.6686 -0.7906 0.37
C -1.4616 -3.1296 1.0480 -0.19
C -0.3647 -4.1564 -1.5348 -0.20
C -3.0766 -3.0484 -1.3637 -0.24
H -3.8127 -1.6436 -5.6020 0.03
H -4.1171 -1.2658 -3.8889 0.03
H -3.7620 -2.9282 -4.3770 0.01
H -1.1814 -2.6290 -6.4974 0.02
H -0.8211 -3.6943 -5.1210 0.01
H 0.2841 -2.3710 -5.5174 0.02
H -1.6724 0.2133 -6.2832 0.02
H -0.5829 0.6321 -4.9306 0.00
H -2.3123 0.8802 -4.7527 0.02
H -1.5420 -2.2564 1.6919 -0.01
H -0.5971 -3.7087 1.3821 0.02
H -2.3603 -3.7347 1.1790 0.03
H 0.5273 -4.4326 -0.9651 0.02
H -0.0629 -3.9512 -2.5645 0.03
H -1.0254 -5.0332 -1.5426 -0.01
H -3.7147 -2.1602 -1.3407 0.02
H -3.5419 -3.8294 -0.7546 0.02
H -3.0384 -3.3875 -2.4015 -0.01
O 2.6599 2.6111 -0.0521 -0.27
S 2.0434 1.3253 0.0579 0.36
O 1.6383 0.7465 -1.3439 -0.50
O 0.6724 1.3590 0.7390 -0.38
O 2.7959 0.2373 0.6618 -0.29
```

Summary:
Energy: -162871.2675 eV
HOMO-LUMO gap (spin up / spin down): 5.03 / 6.04 eV
Total charge: -1
Energy relative to the best compared isomer or geometry (same formula, charge and spin): 116.84 kcal/mol
Spin multiplicity: 3
LUMO level (spin up / spin down): 0.0715 / 0.0620 Eh
<S²>: 2.05
Molecular weight: 1084.0 g/mol

# 2
Here is a structure of composition C20H28AuN11OSSi from the OMol25 dataset. Energies are from wB97M-V/def2-TZVPD.

```
63
Properties=species:S:1:pos:R:3:lowdin_charge:R:1
Au -0.3659 1.7649 -0.0379 1.24
N -1.6673 4.8828 -0.7012 0.15
C -2.0010 4.2668 0.4748 -0.47
N -2.8869 4.7581 1.3181 0.05
N -3.0208 3.8106 2.2673 -0.06
N -2.2724 2.8039 2.0338 -0.06
N -1.5784 3.0663 0.8904 -0.12
C -0.8352 4.3681 -1.6615 -0.48
N -0.5086 4.9904 -2.7761 0.04
N 0.3251 4.1367 -3.4048 -0.08
N 0.4950 3.0686 -2.7199 -0.08
N -0.2335 3.1812 -1.5811 -0.12
H -2.0594 5.7957 -0.8606 0.15
C 0.8804 -0.8780 4.0246 -0.18
Si 0.6322 -0.8876 2.1647 0.43
C 2.2937 -1.2835 1.3810 -0.17
C -0.6627 -2.1910 1.7577 -0.17
C -0.0154 0.8367 1.7838 -0.34
H 1.2715 -1.8411 4.3627 0.03
H -0.0569 -0.6953 4.5531 0.03
H 1.5927 -0.1082 4.3279 0.03
H 2.6963 -2.1983 1.8250 0.03
H 3.0094 -0.4824 1.5830 0.04
H 2.2598 -1.4390 0.3035 -0.01
H -0.2218 -3.1903 1.7332 0.03
H -1.1754 -2.0284 0.8110 0.00
H -1.4303 -2.1875 2.5354 0.04
H 0.6564 1.5992 2.1928 0.02
H -0.9631 0.9213 2.3203 -0.01
S 3.1064 -2.8822 -3.1222 1.00
C 2.1211 -1.5711 -2.4164 -0.50
C 2.6379 -0.2923 -2.2694 -0.05
C 1.8876 0.6665 -1.6180 -0.10
N 0.6746 0.3872 -1.1276 -0.09
C 0.1413 -0.8259 -1.3165 -0.11
C 0.8335 -1.8265 -1.9639 -0.05
C 3.7595 -3.4627 -1.5580 -0.52
C 3.1525 -4.5160 -0.8919 -0.08
C 3.6775 -4.9104 0.3314 -0.14
N 4.7304 -4.3328 0.9011 0.07
C 5.3074 -3.3296 0.2463 -0.14
C 4.8673 -2.8600 -0.9833 -0.08
H 3.6190 -0.0400 -2.6444 0.12
H 2.2357 1.6808 -1.5049 0.11
H -0.8752 -0.9463 -0.9717 0.09
H 0.3786 -2.7984 -2.0908 0.12
H 2.2910 -5.0176 -1.3112 0.11
H 3.2244 -5.7304 0.8772 0.11
H 6.1672 -2.8743 0.7246 0.11
H 5.3770 -2.0427 -1.4753 0.11
C -4.9483 0.8739 0.1406 -0.15
C -4.5256 1.9056 -0.9077 -0.15
C -3.4651 1.1416 -1.6811 -0.20
O -2.7627 0.3933 -0.6839 -0.24
C -3.6527 0.1025 0.4107 -0.19
H -5.7153 0.2119 -0.2640 0.11
H -5.3379 1.3349 1.0463 0.11
H -4.0833 2.7789 -0.4254 0.09
H -5.3493 2.2396 -1.5364 0.12
H -2.7432 1.7806 -2.1923 0.11
H -3.9126 0.4589 -2.4126 0.12
H -3.1650 0.4394 1.3268 0.09
H -3.8113 -0.9773 0.4631 0.11
```

Summary:
Energy: -62036.1401 eV
HOMO-LUMO gap: 7.39 eV
Energy relative to the best compared isomer or geometry (same formula, charge and spin): 0.00 kcal/mol
LUMO level: -0.0393 Eh
Molecular weight: 695.6 g/mol

# 3
Here is a cluster of 2 separate species, C5H14N2O2 in total in a non-equilibrium geometry from the OMol25 dataset. Energies are from wB97M-V/def2-TZVPD.

```
23
Properties=species:S:1:pos:R:3:lowdin_charge:R:1
C 0.5898 -1.5793 -0.0545 -0.22
C 1.5101 -0.0264 2.1556 -0.12
O -0.3260 -2.2234 0.7766 -0.06
O 0.4892 -0.3901 2.7150 -0.03
H -0.8039 0.2453 1.0522 0.11
H -0.3838 -1.7568 1.6255 0.06
H 1.5842 -1.3973 0.3808 0.09
H 0.8231 -2.2781 -0.8628 0.11
H 2.4724 -0.5309 2.3195 0.10
H 1.5497 0.8763 1.5324 0.09
C 0.9363 0.4123 -1.7340 -0.09
C -0.9693 0.5840 0.0105 -0.48
N -2.4105 0.4604 -0.2101 0.04
N -0.5412 1.9695 -0.0152 0.04
C -0.1189 -0.3021 -0.9114 -0.26
H -1.0367 2.4732 0.7129 0.08
H -2.7201 -0.4767 0.0287 0.07
H -2.6398 0.6239 -1.1849 0.07
H -0.7865 2.3964 -0.9036 0.07
H -0.7917 -0.8518 -1.5773 0.12
H 0.4634 1.0709 -2.4667 0.08
H 1.5802 1.0117 -1.0940 0.07
H 1.5299 -0.3111 -2.2952 0.08
```

Summary:
Energy: -12485.7514 eV
SMILES: C[C@@H](CO)C(N)N.C=O
HOMO-LUMO gap: 9.56 eV
Energy relative to the best compared isomer or geometry (same formula, charge and spin): 59.42 kcal/mol
LUMO level: 0.0166 Eh
Molecular weight: 134.2 g/mol